[1]
C2H2F2N2 | ωB97M-V/def2-TZVPD

Structure (XYZ):
```
8
Properties=species:S:1:pos:R:3
F -0.64174 -0.22459 -1.57121
C 0.29436 0.18897 -0.68123
N -1.03689 0.69628 1.49774
H -1.64309 0.21685 2.17819
C -0.37153 0.21316 0.62909
H 1.85708 0.41830 -1.83676
F 0.02819 -1.96923 0.69220
N 1.51363 0.46025 -0.90802
```

Properties
Lowest unoccupied orbital energy (spin up / spin down) (eV): -1.4943 / -1.4940
Multiplicity: 1
Calculated total energy (hartree): -386.52296
ΔE to the lowest compared entry with this formula, charge and spin (eV): 2.7268
HOMO (spin up / spin down) (eV): -10.6 / -10.6

=====

[2]
C2H2F2N2O2 | ωB97M-V/def2-TZVPD

Structure (XYZ):
```
10
Properties=species:S:1:pos:R:3
H -0.18712 -1.05526 0.51246
H -1.56566 0.00984 0.80644
F -0.66802 1.96373 -0.68926
O -1.38448 -0.46258 -2.16444
O 1.79377 -0.82287 1.15922
F 2.90497 -0.46017 1.79467
C -0.80779 -0.26423 0.06309
N -1.48118 -0.81425 -1.03445
C 0.08860 0.94381 -0.25445
N 1.30692 0.96197 -0.19328
```

Properties
Lowest unoccupied orbital energy (spin up / spin down) (eV): -1.9130 / -2.2271
Multiplicity: 1
Calculated total energy (hartree): -536.77255
ΔE to the lowest compared entry with this formula, charge and spin (eV): 1.8380
HOMO (spin up / spin down) (eV): -9.6 / -9.6

=====

[3]
C2H2F2O3S | ωB97M-V/def2-TZVPD

Structure (XYZ):
```
10
Properties=species:S:1:pos:R:3
O 0.73085 -1.21178 -0.76498
O -1.24923 -0.31647 1.25013
C 0.67974 0.12841 -0.15860
F 0.95707 1.12714 -1.01611
C -0.78444 0.06381 0.23122
O 0.06067 -2.50855 -3.43486
S 0.40209 -2.77468 -2.09795
H -1.52409 0.24914 -0.58540
H 1.24093 0.11623 0.83813
F -0.93761 -3.58023 -1.48214
```

Properties
Lowest unoccupied orbital energy (eV): -2.2415
Multiplicity: 1
Calculated total energy (hartree): -900.92126
ΔE to the lowest compared entry with this formula, charge and spin (eV): 1.6703
HOMO (eV): -9.8

=====

[4]
C2H2F2O4S2 | ωB97M-V/def2-TZVPD

Structure (XYZ):
```
12
Properties=species:S:1:pos:R:3
F 1.18251 1.54499 0.59178
H -1.09047 -0.81693 0.85756
C 1.29154 0.44829 -0.19960
O -3.61666 -0.03746 -0.88550
O 2.69966 -1.37376 1.34215
S -2.70404 0.86004 -0.03005
C -1.31472 -0.33375 0.07045
O 3.27671 -1.14041 -0.97461
H -0.97281 -0.70167 -0.91452
S 3.03660 -0.39767 0.28012
F 1.43660 1.03460 -1.53011
O -3.22491 0.91372 1.39234
```

Properties
Lowest unoccupied orbital energy (spin up / spin down) (eV): 5.6647 / 5.5680
Multiplicity: 1
Calculated total energy (hartree): -1374.32142
ΔE to the lowest compared entry with this formula, charge and spin (eV): 3.3528
Net charge: -2
HOMO (spin up / spin down) (eV): -0.7 / -0.8

=====

[5]
C2H2F2S2 | ωB97M-V/def2-TZVPD

Structure (XYZ):
```
8
Properties=species:S:1:pos:R:3
C -1.55860 -0.39012 0.24580
H 3.28545 -0.68612 1.07027
F -0.86327 2.02147 0.23104
F -2.16833 -1.16843 -0.62060
S 2.55539 -0.68470 -0.05990
S 0.16035 -0.49723 0.81537
C -0.85584 0.76459 -0.27538
H -0.55515 0.64053 -1.40659
```

Properties
Lowest unoccupied orbital energy (spin up / spin down) (eV): 0.4794 / -2.6337
Multiplicity: 3
Calculated total energy (hartree): -1073.32123
<S²>: 2.0124
ΔE to the lowest compared entry with this formula, charge and spin (eV): 1.1967
HOMO (spin up / spin down) (eV): -8.2 / -9.4

=====

[6]
C2H2F3I | ωB97M-V/def2-TZVPD

Structure (XYZ):
```
8
Properties=species:S:1:pos:R:3
F -1.58895 1.53161 -0.41127
H 2.04884 0.08195 -1.18859
H 0.89204 -1.36357 -1.36174
F 1.63128 -1.01116 0.45862
C 1.65660 -0.84003 -0.86649
C -1.14690 0.88320 0.68997
F -1.42313 1.70814 1.79611
I -2.06978 -0.99013 0.88341
```

Properties
Lowest unoccupied orbital energy (spin up / spin down) (eV): -1.5510 / 0.1455
Multiplicity: 1
Calculated total energy (hartree): -674.53208
ΔE to the lowest compared entry with this formula, charge and spin (eV): 4.2728
HOMO (spin up / spin down) (eV): -8.8 / -9.6

=====

[7]
C2H2F3NO | ωB97M-V/def2-TZVPD

Structure (XYZ):
```
9
Properties=species:S:1:pos:R:3
N -1.82881 0.27257 -0.43571
F 1.06947 0.46378 1.17462
C -0.50731 0.58647 -0.56265
F -0.31105 -1.21541 1.05084
H -2.22461 -0.43412 0.13248
O -0.03080 1.42860 -1.27771
H -2.43655 0.78864 -1.07982
C 0.40462 -0.26656 0.30382
F 1.27774 -0.98290 -0.47303
```

Properties
Structure (SMILES): NC(=O)C(F)(F)F
Lowest unoccupied orbital energy (eV): 0.7497
Multiplicity: 1
Calculated total energy (hartree): -507.03407
ΔE to the lowest compared entry with this formula, charge and spin (eV): 0.0000
HOMO (eV): -11.1

=====

[8]
C2H2F3P | ωB97M-V/def2-TZVPD

Structure (XYZ):
```
8
Properties=species:S:1:pos:R:3
H -0.14058 -0.89915 -0.22912
F 1.60038 1.06786 -0.97354
C 1.40857 0.16250 0.00101
F 1.32106 0.76034 1.16154
H -3.31048 0.01184 0.05207
P -2.04210 0.53018 0.12069
F 2.41485 -0.79678 -0.03872
C -1.25171 -0.83679 -0.09392
```

Properties
Lowest unoccupied orbital energy (spin up / spin down) (eV): -1.1341 / -1.1660
Multiplicity: 1
Calculated total energy (hartree): -718.15155
ΔE to the lowest compared entry with this formula, charge and spin (eV): 4.5526
HOMO (spin up / spin down) (eV): -9.2 / -10.1

=====

[9]
C2H2F3P | ωB97M-V/def2-TZVPD

Structure (XYZ):
```
8
Properties=species:S:1:pos:R:3
F 1.76689 0.44346 1.09886
C 0.31615 -0.00373 -0.70190
F 2.03723 -1.35253 0.06416
P -3.06938 0.10324 0.46065
H -1.95665 0.74086 1.02868
H -0.00282 -0.77963 -1.39392
F -0.42497 1.10419 -0.67473
C 1.33356 -0.25585 0.11821
```

Properties
Lowest unoccupied orbital energy (spin up / spin down) (eV): -1.3782 / -1.4516
Multiplicity: 1
Calculated total energy (hartree): -718.19699
ΔE to the lowest compared entry with this formula, charge and spin (eV): 3.3164
HOMO (spin up / spin down) (eV): -8.8 / -8.8

=====

[10]
C2H2F5N3 | ωB97M-V/def2-TZVPD

Structure (XYZ):
```
12
Properties=species:S:1:pos:R:3
H 2.10773 -0.13045 -0.23882
F 0.70808 1.73113 -0.13608
F -0.65212 -2.78209 1.04161
N -0.94635 0.89487 -1.10886
F -0.95302 1.45661 1.18493
H 2.12696 -1.68827 0.12521
F -1.00865 2.08974 -1.65196
N 1.60619 -0.79074 0.26337
C -0.26994 0.90120 0.17284
C 0.27513 -0.76867 0.52551
F -2.22554 0.45722 -0.99482
N -0.76849 -1.37055 0.81706
```

Properties
Structure (SMILES): N/C(=N\F)C(F)(F)N(F)F
Lowest unoccupied orbital energy (eV): 0.4765
Multiplicity: 1
Calculated total energy (hartree): -740.75311
ΔE to the lowest compared entry with this formula, charge and spin (eV): 0.3240
HOMO (eV): -10.7

=====

[11]
C2H2FHgNaO2 | ωB97M-V/def2-TZVPD

Structure (XYZ):
```
9
Properties=species:S:1:pos:R:3
Na 0.13961 0.49942 -2.40158
O -0.45081 1.91079 -0.81923
C 0.27883 -1.05099 0.45746
C -0.43097 -2.11484 1.06813
H -1.25199 2.41894 -0.94600
Hg 0.42495 2.39775 0.77083
O 0.55748 -1.06201 -0.71217
H 0.18080 -3.00082 1.30497
F 0.55208 0.00176 1.27760
```

Properties
Lowest unoccupied orbital energy (spin up / spin down) (eV): -6.0087 / -5.9471
Multiplicity: 2
Calculated total energy (hartree): -643.08508
<S²>: 0.8775
ΔE to the lowest compared entry with this formula, charge and spin (eV): 0.5426
Net charge: +1
HOMO (spin up / spin down) (eV): -11.9 / -14.6

=====

[12]
C2H2FI | ωB97M-V/def2-TZVPD

Structure (XYZ):
```
6
Properties=species:S:1:pos:R:3
H 2.00495 0.11672 0.16084
C 1.01886 -0.41192 0.34194
C -0.82320 0.52240 -0.37076
H 1.10443 -1.30212 -0.27053
I -2.51766 -0.69990 0.12076
F -0.78738 1.77482 0.01775
```

Properties
Lowest unoccupied orbital energy (spin up / spin down) (eV): -0.0309 / -1.8336
Multiplicity: 3
Calculated total energy (hartree): -474.70838
<S²>: 2.0228
ΔE to the lowest compared entry with this formula, charge and spin (eV): 1.9454
HOMO (spin up / spin down) (eV): -8.4 / -9.8

=====

[13]
C2H2FInO | ωB97M-V/def2-TZVPD

Structure (XYZ):
```
7
Properties=species:S:1:pos:R:3
H -0.27260 -2.07172 0.86081
C -0.96208 -1.27759 0.58214
H -2.02833 -1.38949 0.76394
O 0.67604 0.08085 -0.48625
F -1.38159 0.81310 -0.33359
C -0.49233 -0.16822 -0.00583
In 2.31092 0.47998 -0.05313
```

Properties
Lowest unoccupied orbital energy (spin up / spin down) (eV): -14.3539 / -13.4756
Multiplicity: 1
Calculated total energy (hartree): -441.73891
ΔE to the lowest compared entry with this formula, charge and spin (eV): 0.0000
Net charge: +2
HOMO (spin up / spin down) (eV): -21.8 / -21.7

=====

[14]
C2H2FInO2 | ωB97M-V/def2-TZVPD

Structure (XYZ):
```
8
Properties=species:S:1:pos:R:3
O -0.18254 1.13640 0.69597
F -0.76558 0.19863 -2.50930
H 0.62783 -1.55459 2.33492
C 0.18183 0.47015 1.68829
C 0.75387 -0.85807 1.49053
H 1.36035 0.42239 2.23589
In -0.28809 -0.14012 -0.85558
O 0.71661 -1.31378 0.26896
```

Properties
Lowest unoccupied orbital energy (spin up / spin down) (eV): -6.0036 / -7.3564
Multiplicity: 2
Calculated total energy (hartree): -517.44837
<S²>: 0.7558
ΔE to the lowest compared entry with this formula, charge and spin (eV): 0.0000
Net charge: +1
HOMO (spin up / spin down) (eV): -15.3 / -16.1

=====

[15]
C2H2FLiO | ωB97M-V/def2-TZVPD

Structure (XYZ):
```
7
Properties=species:S:1:pos:R:3
C -0.61312 -0.26469 0.52567
H -1.13715 -1.21249 0.73360
H 1.12827 -1.28508 -0.47339
Li -0.38763 2.02756 0.01034
F 1.40621 0.75577 -0.10007
C 0.62311 -0.40992 -0.07043
O -1.01968 0.38885 -0.62572
```

Properties
Lowest unoccupied orbital energy (spin up / spin down) (eV): -0.5293 / -0.4905
Multiplicity: 1
Calculated total energy (hartree): -259.90248
ΔE to the lowest compared entry with this formula, charge and spin (eV): 4.3470
HOMO (spin up / spin down) (eV): -6.3 / -6.5

=====

[16]
C2H2FLiOSc | ωB97M-V/def2-TZVPD

Structure (XYZ):
```
8
Properties=species:S:1:pos:R:3
H 3.68576 0.65090 -0.38108
C -1.65708 0.46692 0.25053
O -2.20424 -0.60281 -0.04688
Li -3.86744 -1.38505 -0.08939
H -2.36515 1.27055 0.57874
F 3.06215 -1.16984 -0.31292
C 2.76948 0.05720 -0.20040
Sc 0.57653 0.71213 0.20139
```

Properties
Lowest unoccupied orbital energy (spin up / spin down) (eV): -16.1589 / -16.2601
Multiplicity: 1
Calculated total energy (hartree): -1019.39280
Net charge: +3
HOMO (spin up / spin down) (eV): -23.3 / -23.0

=====

[17]
C2H2FN3 | ωB97M-V/def2-TZVPD

Structure (XYZ):
```
8
Properties=species:S:1:pos:R:3
C -1.24823 -0.00636 0.14290
H 2.29517 1.09976 -0.08905
N 0.22455 1.68849 0.03758
N 0.94144 -0.55206 -0.01910
C 1.15187 0.77274 0.02683
N -0.33602 -0.91953 0.14236
F -2.50431 -0.10432 -0.06197
H -0.52446 -1.97872 -0.17955
```

Properties
Lowest unoccupied orbital energy (spin up / spin down) (eV): -0.8313 / -0.8355
Multiplicity: 1
Calculated total energy (hartree): -341.33594
ΔE to the lowest compared entry with this formula, charge and spin (eV): 5.1922
HOMO (spin up / spin down) (eV): -8.7 / -8.7

=====

[18]
C2H2FN3O | ωB97M-V/def2-TZVPD

Structure (XYZ):
```
9
Properties=species:S:1:pos:R:3
N 1.58078 -0.07564 0.88903
C -0.74659 -1.19662 -1.29742
F -0.72661 0.47746 -2.94596
C -0.33598 1.22449 1.24207
H 2.05546 -0.75290 1.55709
N 0.60924 0.51196 1.24867
H -0.93598 1.93233 1.59270
O -0.62619 -2.04655 -0.55596
N -0.87414 -0.07454 -1.73022
```

Properties
Lowest unoccupied orbital energy (eV): 0.1142
Multiplicity: 1
Calculated total energy (hartree): -416.54278
ΔE to the lowest compared entry with this formula, charge and spin (eV): 5.8315
HOMO (eV): -8.6

=====

[19]
C2H2FO2S | ωB97M-V/def2-TZVPD

Structure (XYZ):
```
8
Properties=species:S:1:pos:R:3
S -2.21214 -1.08979 -0.68668
H 2.93583 0.97770 0.51707
O -3.00503 -0.30063 -1.64949
C 0.73788 0.55988 0.47939
O -3.02315 -1.87391 0.22302
F 0.21963 1.59443 1.26477
C 1.99365 0.46278 0.22901
H 2.35334 -0.33046 -0.37709
```

Properties
Lowest unoccupied orbital energy (spin up / spin down) (eV): 3.5816 / 1.9743
Multiplicity: 3
Calculated total energy (hartree): -725.83272
<S²>: 2.0158
ΔE to the lowest compared entry with this formula, charge and spin (eV): 0.1283
Net charge: -1
HOMO (spin up / spin down) (eV): -1.1 / -4.5

=====

[20]
C2H2FO2Yb | ωB97M-V/def2-TZVPD

Structure (XYZ):
```
8
Properties=species:S:1:pos:R:3
O 1.13807 -1.11286 -0.17290
O 0.38257 1.41466 -0.00921
H -1.00618 0.35185 1.22169
H -0.78845 -1.73704 0.00139
F -1.62771 0.60035 -0.75227
C -0.54697 0.52951 0.17566
C -0.05075 -0.91712 0.06992
Yb 2.49943 0.87066 -0.53427
```

Properties
Lowest unoccupied orbital energy (spin up / spin down) (eV): 0.0734 / -0.1279
Multiplicity: 2
Calculated total energy (hartree): -1486.38051
<S²>: 0.7508
ΔE to the lowest compared entry with this formula, charge and spin (eV): 1.7637
HOMO (spin up / spin down) (eV): -5.4 / -8.1